1.
Entry from the OMol25 dataset: C31H29F3N2O4S3 as an isolated structure in a non-equilibrium geometry (wB97M-V/def2-TZVPD).

Last column: Löwdin charge in e.
Positions of all 72 atoms, in Å:
C 0.7526 2.6261 -3.7150  -0.067
C 1.9887 2.5434 -3.0629  -0.065
C 2.0673 2.0330 -1.7661  -0.059
C 0.9405 1.4910 -1.1569  -0.303
C 1.1001 0.6936 0.2129  -0.456
C 0.0748 -0.4219 0.3245  -0.085
N -0.0075 -1.2249 1.3693  0.054
C 0.6101 -0.9802 2.6663  -0.098
C 0.5723 -2.3243 3.4190  -0.127
C -0.1575 -3.3295 2.5170  -0.137
C -0.6458 -2.5521 1.2851  -0.096
C -0.5217 -0.9312 -0.9089  -0.221
C -1.9108 -1.1321 -1.0610  -0.013
C -2.3981 -1.6306 -2.2624  -0.035
C -1.5212 -1.9425 -3.3070  -0.054
C -0.1410 -1.7724 -3.1450  -0.060
C 0.3566 -1.2599 -1.9613  -0.028
C -0.3052 1.7279 -1.7348  -0.048
C -0.4018 2.2496 -3.0255  -0.041
H 0.6856 3.0004 -4.7399  0.109
H 2.8931 2.8814 -3.5648  0.107
H 3.0083 2.0300 -1.2125  0.119
H 2.1049 0.2078 0.2201  0.145
H 1.6302 -0.5876 2.5670  0.116
H 0.0371 -0.2337 3.2287  0.119
H 1.5984 -2.6536 3.6197  0.113
H 0.0471 -2.2033 4.3723  0.106
H 0.5306 -4.1104 2.1787  0.110
H -1.0057 -3.7990 3.0197  0.115
H -1.7423 -2.4592 1.3052  0.124
H -0.3617 -3.0786 0.3608  0.141
H -2.5810 -0.8717 -0.2368  0.100
H -3.4778 -1.7632 -2.3744  0.123
H -1.9158 -2.3171 -4.2491  0.108
H 0.5495 -2.0244 -3.9523  0.112
H 1.4290 -1.0891 -1.8342  0.130
H -1.2143 1.4707 -1.1888  0.116
H -1.3815 2.3539 -3.4967  0.119
F 0.6356 1.7923 3.7769  0.056
C 1.6977 2.0902 2.9527  -0.768
F 2.0169 3.3947 3.2001  0.078
F 2.7603 1.3280 3.3114  0.087
S 1.2100 2.0752 1.1979  1.138
N -3.3376 0.2162 2.1837  -0.328
S -4.4411 1.0286 1.3607  0.546
C -3.5319 2.5376 1.0268  -0.251
C -4.2788 3.6738 0.6815  -0.053
C -3.6232 4.8280 0.2512  -0.078
C -2.2290 4.8665 0.1770  -0.081
C -1.4937 3.7600 0.6091  -0.118
C -2.1358 2.6063 1.0592  -0.095
O -4.6323 0.3923 0.0761  -0.327
O -5.5835 1.4882 2.1253  -0.321
S -3.6691 -0.7443 3.4291  0.550
C -3.4062 0.3037 4.8566  -0.258
C -2.2095 0.1906 5.5735  -0.072
C -1.9570 1.0628 6.6310  -0.087
C -2.9129 2.0173 6.9931  -0.088
C -4.1161 2.1110 6.2834  -0.072
C -4.3629 1.2563 5.2093  -0.051
O -5.0367 -1.1957 3.4629  -0.296
O -2.5905 -1.6987 3.5097  -0.340
H -5.3640 3.6464 0.7697  0.115
H -4.2062 5.7025 -0.0375  0.104
H -1.7070 5.7390 -0.2178  0.103
H -0.4029 3.8012 0.6097  0.045
H -1.5757 1.7516 1.4348  0.069
H -1.4819 -0.5646 5.2883  0.086
H -1.0089 0.9894 7.1641  0.101
H -2.7177 2.6903 7.8274  0.100
H -4.8665 2.8524 6.5594  0.106
H -5.2752 1.3372 4.6240  0.106

Properties
Kohn-Sham gap = 0.2529 Eh
energy = -3103.23023 Ha
molecular weight = 646.78 g mol⁻¹
charge = 0
energy relative to the best compared isomer or geometry (same formula, charge and spin) = 54.7 kJ/mol
HOMO = -0.30693 Eh

---

2.
Entry from the OMol25 dataset: a 5-piece molecular cluster, C31H30BBrN3O12PS overall in a non-equilibrium geometry (wB97M-V/def2-TZVPD).

Last column: Löwdin charge in e.
Positions of all 80 atoms, in Å:
C -1.0973 -1.9165 -3.8034  -0.119
C -1.7680 -0.9065 -2.7288  -0.209
B -0.7691 0.2944 -2.2557  -0.539
O -0.1967 1.0967 -3.3437  0.002
P -0.3084 0.7136 -0.4367  0.602
Br -2.5264 0.4899 0.2421  0.357
C -0.2780 2.4373 0.3480  -0.408
C -0.4947 3.6514 -0.6852  -0.456
S 1.1385 4.5383 -1.0180  0.905
C 1.4935 4.0576 -2.7689  -0.552
N 0.5163 4.5419 -3.6924  0.000
N 0.9524 4.0563 -4.8964  -0.018
C 2.1552 3.2911 -4.7081  -0.071
O 2.5384 3.2881 -3.3211  -0.030
C 1.5526 0.7311 -0.8866  -0.304
O 2.4273 0.0836 0.1113  -0.192
N 2.2885 0.6575 1.3423  -0.011
O 3.0117 1.6237 1.3631  0.026
H -1.1827 -2.9971 -3.4058  0.075
H 0.0041 -1.6841 -4.0260  0.076
H -1.7365 -1.8979 -4.7639  0.081
H -2.6646 -0.4133 -3.2704  0.122
H -2.1582 -1.5437 -1.8704  0.043
H -0.8920 1.7078 -3.6777  0.111
H -0.0244 -0.4119 0.4324  0.009
H 0.6474 2.6772 0.9675  0.068
H -1.1685 2.4769 1.0817  0.041
H -0.8977 3.2106 -1.6657  0.075
H -1.2733 4.4212 -0.3424  0.073
H 2.6702 2.7710 -5.5811  0.141
H 1.9208 1.7744 -1.1928  0.076
H 1.6655 0.0786 -1.8374  0.116
O -2.2096 -2.6877 -0.0562  0.035
C -1.4952 -3.6000 0.3204  -0.365
C -1.8926 -5.0117 0.1328  0.029
C -1.1125 -6.0111 0.5464  0.027
C 0.1832 -5.7505 1.2086  -0.380
O 0.8951 -6.6632 1.5839  0.093
C 0.5810 -4.3393 1.3965  0.031
C -0.1989 -3.3399 0.9830  0.032
H -2.8441 -5.1852 -0.3545  0.125
H -1.3883 -7.0504 0.4178  0.126
H 1.5325 -4.1659 1.8840  0.125
H 0.0774 -2.3016 1.1122  0.093
O 0.2320 -6.1878 7.5059  0.103
C -0.1934 -6.9808 6.6870  -0.390
C -1.4106 -7.7778 6.9507  0.020
C -1.8752 -8.6483 6.0536  0.019
C -1.1942 -8.8526 4.7570  -0.386
O -1.6201 -9.6457 3.9383  0.103
C 0.0229 -8.0558 4.4935  0.019
C 0.4873 -7.1852 5.3907  0.024
H -1.8975 -7.6155 7.9043  0.122
H -2.7644 -9.2405 6.2303  0.122
H 0.5101 -8.2176 3.5398  0.107
H 1.3766 -6.5930 5.2139  0.123
O -7.2776 7.4121 -1.1526  0.109
C -6.4010 6.6259 -0.8490  -0.386
C -5.9771 5.5536 -1.7744  0.025
C -5.0172 4.6907 -1.4396  0.028
C -4.3352 4.7702 -0.1306  -0.372
O -3.4572 3.9826 0.1732  0.058
C -4.7588 5.8422 0.7949  0.026
C -5.7187 6.7053 0.4604  0.024
H -6.4861 5.5098 -2.7292  0.124
H -4.6947 3.8990 -2.1043  0.123
H -4.2496 5.8857 1.7497  0.123
H -6.0409 7.4968 1.1253  0.124
O 7.8315 1.4442 -1.9877  0.100
C 7.1078 2.3052 -1.5224  -0.389
C 7.5014 3.7304 -1.5399  0.020
C 6.7092 4.6732 -1.0282  0.021
C 5.4032 4.3338 -0.4231  -0.380
O 4.6799 5.1953 0.0418  0.095
C 5.0097 2.9088 -0.4055  0.016
C 5.8023 1.9663 -0.9175  0.031
H 8.4603 3.9617 -1.9872  0.121
H 6.9818 5.7213 -1.0319  0.122
H 4.0502 2.6757 0.0419  0.072
H 5.5294 0.9180 -0.9137  0.122

Properties
Kohn-Sham gap = 0.2666 Eh
energy = -5604.44079 Ha
molecular weight = 790.35 g mol⁻¹
charge = 0
energy relative to the best compared isomer or geometry (same formula, charge and spin) = 0.0 kJ/mol
HOMO = -0.33441 Eh

---

3.
Entry from the OMol25 dataset: C31H30BCo2F3O8 as an isolated structure in a non-equilibrium geometry (wB97M-V/def2-TZVPD).

Last column: Löwdin charge in e.
Positions of all 75 atoms, in Å:
C 5.2030 0.3181 0.3212  -0.004
C 3.8096 0.7001 0.7885  -0.459
C 3.4462 -0.1006 2.0496  0.003
C 3.5169 2.2753 0.9565  -0.396
C 3.7388 2.9097 2.3486  0.014
C 4.2616 3.1415 -0.0774  -0.016
O 2.1161 2.3614 0.5736  0.082
B 1.8376 1.1609 -0.1180  -0.546
C 0.6123 1.1999 -1.0798  -0.030
C 0.0804 2.4406 -1.5190  -0.051
C -1.0053 2.5123 -2.3984  -0.021
C -1.4608 1.3371 -2.9829  -0.124
C -2.5527 1.3888 -4.0257  -0.516
F -2.2670 0.5994 -5.1135  0.112
F -3.7479 0.9554 -3.5144  0.118
F -2.7611 2.6460 -4.5075  0.114
C -0.9048 0.1013 -2.6445  0.004
C 0.1662 0.0306 -1.7479  0.010
C 1.5156 5.3932 -1.4680  -0.085
C 0.5657 6.4879 -1.3930  -0.086
C 1.7278 4.6885 -2.7914  -0.098
O 2.9189 0.3169 -0.2551  0.145
H 5.8949 0.3533 1.1676  0.094
H 5.2075 -0.7147 -0.0652  0.104
H 5.5987 0.9955 -0.4489  0.081
H 4.2622 -0.0381 2.7901  0.095
H 2.5133 0.2933 2.4960  0.074
H 3.3140 -1.1673 1.7981  0.109
H 4.2593 2.2527 3.0639  0.089
H 4.3605 3.8016 2.1758  0.084
H 2.8150 3.2554 2.8339  0.064
H 5.3084 2.9719 0.1966  0.091
H 4.0517 2.9022 -1.1331  0.101
H 3.9827 4.1863 0.0869  0.073
H 0.5930 3.3965 -1.3101  0.063
H -1.6019 3.4404 -2.4993  0.133
H -1.2660 -0.7797 -3.1779  0.127
H 0.6071 -0.9516 -1.5132  0.129
H 2.4553 5.4604 -0.8970  0.103
H 0.0466 6.5985 -0.4151  0.110
H 1.1778 7.3743 -1.6098  0.111
H -0.1747 6.3948 -2.1984  0.090
H 2.0515 3.6227 -2.8118  0.093
H 0.7924 4.7032 -3.3814  0.084
H 2.4972 5.2462 -3.3795  0.113
O 3.7493 1.2028 6.0558  0.130
C 2.6827 0.7777 6.0556  -0.191
Co 1.0238 0.4821 5.7976  0.104
C 0.1998 0.3604 7.3489  -0.184
O -0.2518 0.1885 8.4011  0.147
C 0.9664 -1.1666 5.1768  -0.106
O 1.0626 -2.2218 4.6794  0.110
C 0.9577 2.3332 3.7985  -0.145
C 0.2102 2.9715 2.8668  -0.093
C -0.4192 3.1276 1.6563  -0.027
C -1.6089 2.2066 1.5258  -0.191
C -1.7245 1.1165 2.4053  -0.052
C -2.9287 0.4222 2.6020  -0.074
C -3.9931 0.6386 1.7288  -0.097
C -3.8764 1.5729 0.6788  -0.084
C -2.7030 2.3105 0.6138  -0.057
Co 0.1804 2.8123 5.4398  0.068
C 1.0392 2.9022 6.9093  -0.271
O 1.4947 3.1684 7.9528  0.100
C -0.2331 4.4602 5.0903  -0.155
O -0.6084 5.5638 4.9727  0.107
C -1.3589 2.0451 5.8622  -0.157
O -2.4259 1.6807 6.1946  0.095
H 1.8424 1.6698 3.5825  0.050
H -0.2021 3.8977 0.9242  0.090
H -0.8518 0.8179 2.9878  0.090
H -3.0172 -0.2711 3.4565  0.112
H -4.9454 0.1217 1.8898  0.101
H -4.7062 1.6982 -0.0259  0.106
H -2.6866 3.0616 -0.1630  0.090

Properties
Kohn-Sham gap = 0.0924 Eh
energy = -4890.93036 Ha
molecular weight = 716.25 g mol⁻¹
charge = 0
energy relative to the best compared isomer or geometry (same formula, charge and spin) = 346.7 kJ/mol
HOMO = -0.22908 Eh